Record 1
{
  "formula": "C3H5N2O",
  "method": "wB97M-V/def2-TZVPD",
  "elements": ["C", "N", "C", "N", "C", "O", "H", "H", "H", "H", "H"],
  "xyz": [[2.7437, -0.3185, 0.1431], [1.6289, 0.2292, -0.0276], [0.4165, 0.3232, -0.2377], [-0.6069, 0.9148, -0.0982], [-1.9365, 0.4525, 0.0514], [-1.8553, -0.9062, 0.1326], [2.9684, -1.3403, -0.1516], [3.5221, 0.2689, 0.6288], [-2.5653, 0.8804, -0.7425], [-2.2905, 0.8278, 1.0260], [-2.0252, -1.3316, -0.7244]],
  "forces_ev_per_a": [[0.4, -0.2, 0.1], [1.3, -0.5, -0.1], [-0.8, 2.1, 0.7], [1.1, 0.0, -0.4], [-1.0, 0.3, 0.2], [-0.9, -1.7, -0.5], [-0.2, -0.1, 0.1], [0.1, 0.1, -0.3], [0.1, -0.2, 0.1], [0.1, 0.1, -0.4], [-0.1, 0.1, 0.3]],
  "lumo_ev": -6.29,
  "charge": 1,
  "e_tot_ev": -8209.6755,
  "smiles": "C=NC#[N+]CO",
  "relative_energy_ev": 3.518,
  "spin_multiplicity": 1
}

Record 2
{
  "formula": "C9H4ClINO2ReS4Sb",
  "method": "wB97M-V/def2-TZVPD",
  "elements": ["Re", "Cl", "C", "C", "C", "I", "C", "O", "C", "N", "C", "C", "C", "C", "H", "H", "H", "H", "S", "Sb", "S", "S", "S", "O"],
  "xyz": [[0.6493, -4.8581, -9.4657], [4.4982, -7.2174, -15.1030], [3.2964, -6.5316, -14.0560], [2.2013, -5.8332, -14.4485], [1.2825, -5.1688, -13.6012], [0.1995, -3.7157, -14.8390], [1.3740, -5.3522, -12.2764], [0.4566, -4.9933, -11.3616], [2.3860, -6.2473, -11.7642], [2.4002, -6.4114, -10.4542], [3.5038, -6.9607, -9.9514], [4.4459, -7.6590, -10.7202], [4.3582, -7.5536, -12.0838], [3.3670, -6.8142, -12.6214], [2.1894, -5.6399, -15.5239], [3.7306, -6.9193, -8.9216], [5.2897, -7.9673, -10.1660], [5.1307, -7.9482, -12.6523], [3.9742, -6.7043, -6.0483], [2.3516, -5.1117, -6.4179], [2.2829, -3.6261, -8.6487], [0.9285, -6.4483, -7.9143], [0.6968, -4.1867, -5.2375], [-0.9148, -4.4435, -9.2221]],
  "forces_ev_per_a": [[4.0, -3.0, 0.0], [-0.7, 0.5, 0.2], [-0.8, -0.7, 2.0], [1.6, 0.2, -2.0], [-0.3, 1.2, -2.2], [0.2, -0.9, 1.5], [0.1, -1.8, 0.8], [-0.1, 1.1, 1.0], [-0.1, 0.3, -1.9], [0.7, 1.4, 0.8], [-0.1, -1.2, -0.7], [-1.1, 1.9, 0.5], [0.8, -0.6, 2.0], [-1.4, 1.2, -1.8], [-0.5, 0.0, 0.3], [-0.5, 0.1, 1.3], [0.8, -0.9, 0.1], [1.1, -0.7, -1.3], [-0.8, 1.4, -0.4], [0.3, -1.0, 1.5], [-1.2, 0.7, -1.0], [-1.5, -0.5, -1.1], [0.9, 0.0, -0.2], [-1.4, 1.3, 0.5]],
  "lumo_ev": [-7.64, -7.64],
  "charge": 1,
  "e_tot_ev": -87606.0887,
  "relative_energy_ev": 1.851,
  "spin_multiplicity": 1
}

Record 3
{
  "formula": "C16H42N2O5",
  "method": "wB97M-V/def2-TZVPD",
  "elements": ["C", "C", "C", "C", "C", "C", "C", "C", "C", "N", "O", "H", "H", "H", "H", "H", "H", "H", "H", "H", "H", "H", "H", "H", "H", "H", "H", "H", "H", "H", "C", "O", "C", "C", "C", "N", "H", "H", "H", "H", "H", "H", "H", "H", "H", "H", "H", "C", "O", "H", "H", "H", "H", "C", "O", "H", "H", "H", "H", "C", "O", "H", "H", "H", "H"],
  "xyz": [[-0.1714, -2.5066, 2.1711], [-0.6952, -2.9136, 0.7650], [-0.0080, -4.2482, 0.3430], [-2.1948, -3.2312, 0.8325], [-2.8956, -3.0682, -0.5080], [-2.4871, -1.8016, -1.2486], [-0.9630, -1.6788, -1.4581], [-0.4474, -2.6150, -2.6158], [-0.8222, -0.2117, -1.8235], [-0.3082, -1.8860, -0.1384], [1.0603, -1.5618, -0.1112], [0.9114, -2.6117, 2.1031], [-0.4747, -1.5183, 2.5166], [-0.4768, -3.3871, 2.7365], [1.0694, -4.1895, 0.1886], [-0.1486, -4.9510, 1.1642], [-0.4713, -4.7376, -0.5137], [-2.4245, -4.2420, 1.1695], [-2.7245, -2.6153, 1.5592], [-2.7393, -3.9311, -1.1554], [-3.9700, -3.2149, -0.3973], [-2.8871, -0.9533, -0.6931], [-2.9626, -1.8001, -2.2294], [-1.0216, -2.3584, -3.5061], [-0.4218, -3.6552, -2.2913], [0.6149, -2.4555, -2.8006], [-1.2668, 0.5384, -1.1694], [-1.1049, -0.0045, -2.8556], [0.2221, 0.1001, -1.8067], [1.4533, -2.3173, -0.5543], [-0.8965, 2.3383, -4.8931], [-0.2833, 3.5857, -4.7686], [-0.6649, 4.2822, -3.5360], [0.1869, 3.7986, -2.2691], [0.0305, 4.7419, -1.0433], [1.6639, 3.7955, -2.5451], [-0.4196, 1.6770, -5.6165], [-1.9702, 2.4434, -5.0484], [-0.8095, 1.9389, -3.8826], [-0.5366, 5.3332, -3.7949], [-1.7319, 4.1118, -3.3925], [-0.0277, 2.7699, -1.9797], [0.3362, 5.7614, -1.2784], [0.6944, 4.5516, -0.2000], [-1.0109, 4.6443, -0.7366], [1.9019, 4.5955, -3.1139], [1.8648, 3.0147, -3.1535], [1.6100, 1.4595, 1.2795], [0.9560, 0.3704, 1.9485], [1.1750, 2.4167, 1.5667], [2.6717, 1.4885, 1.5246], [1.5503, 1.4830, 0.1914], [0.8024, -0.3414, 1.3229], [1.5503, 2.9686, 4.9144], [1.4090, 1.5138, 4.7708], [0.8547, 3.2191, 5.7154], [2.5727, 3.2523, 5.1639], [1.2897, 3.4837, 3.9898], [1.2410, 1.3514, 3.8397], [2.1555, -1.6433, 4.4754], [2.5936, -3.0356, 4.3929], [1.0695, -1.6612, 4.5664], [2.4063, -1.0782, 5.3731], [2.5359, -0.9790, 3.6995], [1.9850, -3.6248, 4.8447]],
  "forces_ev_per_a": [[0.3, -1.8, -1.3], [1.1, -1.5, 0.7], [-0.3, -0.5, 0.8], [-0.9, 0.8, -0.6], [-0.2, -0.8, -0.7], [-0.4, -1.1, 0.4], [-0.3, 0.3, 0.6], [0.3, 0.8, 1.4], [1.8, 0.9, -0.8], [-2.1, 2.4, -1.2], [-0.7, -0.6, -0.4], [0.1, 0.5, 0.4], [-0.2, -0.4, 0.1], [-0.2, 0.5, 0.9], [0.1, 0.2, -0.1], [0.2, -0.2, 0.1], [0.0, 0.3, -0.1], [0.7, -0.2, 0.2], [0.3, 0.5, 0.1], [0.8, -0.2, -0.1], [-0.3, 0.8, 0.3], [0.3, 0.2, 0.0], [0.0, 0.1, -0.1], [0.1, -0.6, -0.1], [-0.9, -0.1, -0.4], [0.1, 0.6, -0.2], [-0.6, -0.5, 0.2], [-0.5, -0.2, 0.0], [0.4, -0.3, 0.0], [0.9, -0.2, -0.1], [-0.3, -0.1, 1.7], [0.4, 1.4, 0.3], [0.7, -1.4, -0.3], [1.7, 1.5, -0.3], [-0.6, -0.4, -0.7], [-0.9, -0.4, -0.2], [0.0, 0.4, -0.1], [-0.2, -0.1, -0.5], [-0.1, -1.1, -0.1], [0.3, 0.0, 0.4], [-0.2, 0.0, 0.3], [-0.4, 0.1, -0.1], [-0.6, 0.2, -0.5], [-0.1, -0.9, -0.2], [0.0, 0.6, 0.4], [0.0, 0.4, 0.0], [0.1, -0.2, -0.1], [0.1, 0.0, 0.0], [0.2, 1.2, -0.2], [-0.2, -0.1, 0.4], [0.1, -0.1, 0.1], [-0.2, -0.6, -0.1], [0.2, -0.1, -0.2], [-0.4, -1.4, 0.0], [0.4, 1.4, -0.1], [0.2, 0.5, -0.1], [0.0, -0.2, 0.2], [-0.2, 0.0, 0.0], [-0.1, -0.4, -0.2], [-0.8, -0.6, 1.1], [0.7, 1.3, -0.3], [-0.1, 0.4, -0.8], [0.7, -0.6, 0.5], [-0.2, -0.8, -0.6], [-0.2, 0.4, 0.1]],
  "lumo_ev": 0.53,
  "charge": 0,
  "e_tot_ev": -30486.3544,
  "smiles": "CC1(C)CCCC(C)(C)N1O.COC[C@H](C)N.CO.CO.CO",
  "relative_energy_ev": 0.000,
  "spin_multiplicity": 1
}

Record 4
{
  "formula": "C12H20Cl2O4Re",
  "method": "wB97M-V/def2-TZVPD",
  "elements": ["C", "C", "C", "C", "C", "C", "C", "C", "C", "C", "Re", "Cl", "Cl", "O", "H", "H", "H", "H", "H", "H", "H", "H", "H", "H", "H", "H", "H", "H", "H", "H", "O", "H", "C", "O", "C", "O", "H", "H", "H"],
  "xyz": [[0.2579, -1.4206, -1.2518], [1.1343, -0.2639, -1.2544], [0.2998, 0.9204, -1.2285], [2.5822, -0.2809, -1.5082], [-1.0701, 0.4855, -1.3850], [-1.1019, -0.9449, -1.3290], [-2.3325, -1.7949, -1.4149], [0.6897, -2.8470, -1.3224], [0.7615, 2.3348, -1.3183], [-2.2427, 1.3788, -1.6192], [-0.0934, -0.2224, 0.5197], [3.6617, 1.4804, 0.2577], [1.8130, -1.2452, 1.4481], [-1.5149, 1.0393, 1.0291], [2.9979, -1.2765, -1.3780], [3.1283, 0.4476, -0.7096], [2.8075, 0.1355, -2.4929], [1.6937, 2.4571, -0.7512], [-0.0078, 3.0025, -0.9188], [0.9518, 2.6082, -2.3668], [-2.0815, 2.3630, -1.1772], [-3.1522, 0.9404, -1.1995], [-2.4020, 1.5172, -2.6969], [-3.1781, -1.2937, -0.9316], [-2.1691, -2.7550, -0.9161], [-2.6068, -1.9876, -2.4605], [1.6669, -2.9754, -0.8557], [0.7548, -3.1759, -2.3673], [-0.0319, -3.4872, -0.8062], [-1.8211, 0.8202, 1.9239], [-1.0577, -1.6776, 1.4756], [-1.2740, -1.3593, 2.3640], [0.2875, 0.7971, 4.5307], [-0.1796, 0.4970, 3.1973], [0.5367, 1.0928, 2.1244], [1.1484, 2.1146, 2.2313], [0.7039, -0.1247, 4.9369], [-0.5932, 1.1057, 5.0932], [1.0329, 1.5947, 4.5281]],
  "forces_ev_per_a": [[-0.3, 0.5, -1.2], [0.0, -0.4, -2.0], [0.4, -0.3, -1.4], [0.0, -0.3, 0.3], [-0.2, 0.1, -0.2], [0.5, -0.4, -1.0], [0.1, 0.0, 0.2], [0.0, 0.0, 0.1], [0.2, 0.1, 0.1], [0.0, -0.2, 0.2], [0.4, -0.1, 1.5], [2.1, 2.9, 2.5], [1.2, -1.0, 0.9], [-2.7, 1.1, 1.0], [0.1, -0.2, -0.2], [-1.1, -2.0, -2.0], [-0.1, -0.1, -0.2], [-0.3, 0.1, -0.1], [0.1, 0.0, 0.0], [0.0, 0.0, 0.1], [-0.1, -0.2, 0.1], [0.2, 0.2, 0.0], [0.0, 0.0, -0.2], [0.0, -0.1, 0.1], [-0.1, 0.2, 0.0], [0.0, 0.0, 0.1], [-0.1, 0.0, 0.0], [0.0, 0.0, 0.0], [0.1, 0.0, 0.0], [-0.1, 0.4, 0.0], [-1.0, -0.5, 0.6], [0.1, -0.2, -0.2], [-0.5, -0.1, -0.8], [0.9, 0.5, 1.6], [0.1, 0.0, -1.0], [-0.2, -0.2, 0.8], [0.1, 0.0, 0.2], [0.1, 0.0, 0.3], [-0.1, -0.1, -0.1]],
  "lumo_ev": [5.37, 5.28],
  "charge": -2,
  "e_tot_ev": -48131.0928,
  "relative_energy_ev": 2.174,
  "spin_multiplicity": 4
}

Record 5
{
  "formula": "C17H17MoN2O4",
  "method": "wB97M-V/def2-TZVPD",
  "elements": ["Mo", "O", "C", "C", "C", "C", "C", "C", "C", "O", "N", "N", "C", "C", "C", "C", "C", "C", "C", "O", "H", "H", "H", "H", "H", "H", "H", "H", "H", "H", "C", "C", "C", "O", "H", "H", "H", "H", "H", "H", "H"],
  "xyz": [[0.8348, 0.7322, -1.0957], [-3.4770, 0.7696, -2.2253], [-3.9191, 0.1981, -1.0564], [-5.2853, -0.0827, -0.9842], [-5.8163, -0.6600, 0.1675], [-4.9793, -0.9548, 1.2421], [-3.6101, -0.6720, 1.1639], [-3.0461, -0.0892, 0.0141], [-1.5505, 0.1818, 0.0257], [-1.1719, 0.6776, -1.0540], [-0.8646, -0.1032, 1.0932], [0.4660, 0.2325, 0.8351], [0.9561, 0.9896, 1.7576], [2.3278, 1.5300, 1.6782], [3.0921, 1.4813, 2.8587], [4.3980, 1.9569, 2.8594], [4.9217, 2.4875, 1.6876], [4.1331, 2.5468, 0.5278], [2.8035, 2.0819, 0.4661], [2.0983, 2.1771, -0.5955], [-2.4934, 0.8775, -2.0400], [-5.9195, 0.1552, -1.8309], [-6.8772, -0.8775, 0.2249], [-5.3795, -1.4039, 2.1450], [-2.9656, -0.9068, 2.0074], [0.3737, 1.2482, 2.6575], [2.6655, 1.0465, 3.7553], [5.0000, 1.9054, 3.7580], [5.9387, 2.8604, 1.6547], [4.5598, 2.9740, -0.3789], [2.2932, -3.1529, -1.9639], [1.4263, -1.9541, -1.7153], [-0.0695, -2.0378, -1.8046], [1.9521, -0.8878, -1.4342], [1.6864, -4.0498, -2.2080], [2.8958, -3.3694, -1.0570], [2.9769, -2.9463, -2.8138], [-0.4041, -3.0631, -2.0670], [-0.4346, -1.3365, -2.5839], [-0.5158, -1.7597, -0.8269], [0.9799, 1.1977, -2.8445]],
  "forces_ev_per_a": [[2.2, 3.1, -3.9], [1.5, -0.3, 1.2], [0.2, 0.4, -0.8], [-0.1, -0.3, 0.6], [0.4, 0.2, -0.4], [0.8, 0.1, 0.1], [-0.8, -0.2, 0.0], [0.2, -0.5, 1.1], [-5.7, -2.5, 4.3], [4.7, 2.2, -3.1], [-0.5, -0.1, -1.2], [-0.8, 1.0, 2.6], [1.6, 0.3, 0.8], [-1.2, -0.4, 0.2], [0.4, 0.5, -0.5], [-0.4, -0.3, 0.2], [-0.8, -0.1, -0.8], [0.4, 0.3, -0.4], [3.2, -0.3, 4.4], [-3.5, -1.5, -3.2], [-1.7, 0.2, -1.0], [0.2, 0.0, 0.0], [0.1, 0.0, 0.0], [0.0, 0.1, -0.1], [-0.1, 0.1, -0.2], [0.1, -0.6, -0.4], [0.0, 0.1, -0.1], [-0.1, 0.0, 0.0], [-0.1, 0.0, 0.0], [-0.1, -0.1, 0.2], [-0.2, -0.5, -0.1], [-0.7, -2.4, -0.6], [-0.2, -0.6, -0.2], [0.7, 1.3, 0.3], [0.4, 0.7, 0.2], [-0.2, 0.2, -0.5], [-0.3, 0.0, 0.6], [0.2, 0.8, 0.2], [0.2, -0.2, 0.3], [0.2, -0.3, -0.4], [-0.3, -0.4, 0.8]],
  "lumo_ev": [-5.18, -5.23],
  "charge": 1,
  "e_tot_ev": -30921.7635,
  "spin_multiplicity": 3
}

Record 6
{
  "formula": "C12H19BINO9P2",
  "method": "wB97M-V/def2-TZVPD",
  "elements": ["C", "C", "C", "C", "C", "C", "C", "C", "C", "O", "C", "P", "I", "C", "B", "O", "O", "O", "N", "O", "C", "H", "H", "H", "H", "H", "H", "H", "H", "H", "H", "H", "H", "H", "H", "H", "H", "H", "H", "H", "O", "P", "O", "O", "O"],
  "xyz": [[0.8640, -3.3213, 1.5064], [1.4465, -2.1626, 0.6903], [2.6817, -1.6089, 1.0760], [3.1664, -0.5289, 0.3158], [2.4946, -0.0176, -0.8012], [3.1502, 1.1563, -1.5518], [2.1602, 2.3700, -1.5846], [3.6846, 0.7702, -2.9505], [1.2597, -0.5926, -1.2021], [0.6928, -0.0625, -2.3263], [-0.6903, -0.3641, -2.4993], [-1.8518, 0.7655, -1.5004], [-2.1714, 2.9557, -3.0297], [-1.1085, 1.3551, 0.1079], [-2.2843, 1.4005, 1.2365], [-2.5290, 0.2223, 1.9374], [-2.9964, 2.5433, 1.5429], [-3.4491, 0.0340, -1.3288], [-3.6776, -0.7944, -2.4366], [-4.2924, -0.2228, -3.2843], [0.7712, -1.6590, -0.4338], [1.3475, -4.2851, 1.2497], [-0.2154, -3.4416, 1.3053], [0.9973, -3.1576, 2.5903], [3.2077, -2.0381, 1.9352], [4.1328, -0.0760, 0.5760], [4.0192, 1.4887, -0.9493], [1.5600, 2.3246, -0.6554], [2.6758, 3.3455, -1.5577], [1.4544, 2.2799, -2.4252], [4.2069, 1.6681, -3.3481], [4.4391, -0.0356, -2.9281], [2.8805, 0.5490, -3.6755], [-0.9253, -0.1298, -3.5550], [-0.9297, -1.4419, -2.4003], [-0.3278, 0.7051, 0.5437], [-0.7861, 2.4003, -0.0445], [-1.6505, -0.0738, 2.2204], [-2.9184, 2.7570, 2.4828], [-0.1687, -2.1507, -0.7012], [-3.7669, 0.4429, 6.2669], [-4.0654, -0.5894, 5.1748], [-3.3844, -1.9125, 5.5335], [-3.5318, -0.0461, 3.8384], [-5.5721, -0.8209, 5.0397]],
  "forces_ev_per_a": [[-0.2, 0.0, -0.3], [0.5, -0.1, 0.4], [-0.8, 0.2, -0.8], [0.1, -0.4, 0.1], [0.5, 0.1, -0.1], [-0.5, 0.1, 0.1], [0.0, -0.5, 0.4], [0.2, 0.9, -0.2], [1.5, 0.0, 0.9], [-0.7, -0.5, 0.7], [-0.7, -1.2, -0.3], [-0.1, 0.8, 0.5], [0.1, 2.5, -1.8], [-0.8, -0.7, 0.9], [-0.1, -1.0, 0.2], [1.8, 1.7, -2.0], [0.8, 0.2, -0.3], [1.1, -0.6, 0.4], [-0.1, -0.2, -0.4], [-0.1, -0.3, 0.4], [-0.5, -0.2, -0.2], [-0.1, 0.5, 0.1], [0.5, 0.1, 0.2], [-0.1, 0.0, -0.5], [-0.1, 0.4, -0.3], [-0.4, -0.1, -0.1], [-0.3, -0.4, -0.2], [0.2, 0.1, -0.5], [-0.1, -0.4, -0.4], [0.3, 0.3, 0.3], [-0.2, -0.4, 0.1], [-0.5, 0.1, 0.1], [0.3, -0.1, 0.5], [0.1, 0.2, 0.6], [0.4, 0.4, 0.1], [-0.1, 0.4, -0.3], [0.0, -0.6, -0.5], [-0.5, -0.7, -0.1], [-0.6, -0.5, -0.1], [0.3, 0.3, 0.1], [0.3, 0.0, -0.2], [0.0, -0.1, 0.2], [-0.2, 0.1, 0.2], [-1.2, -0.1, 2.3], [0.2, -0.2, -0.3]],
  "lumo_ev": 2.11,
  "charge": -2,
  "e_tot_ev": -60021.1445,
  "spin_multiplicity": 1
}

charge of number 1 (C3H5N2O)?
+1

Which value of charge does entry 1 give?
+1